# 1
22
Properties=species:S:1:pos:R:3:forces:R:3 method="wB97M-V/def2-TZVPD" homo_ev=-8.770 smiles="C/C=C/C=C/CC.O" lumo_energy_ha=0.0289 energy_ha=-350.25069 relative_energy_kcal_mol=68.25 orbital_gap_ev=9.56
C -0.790206 -2.515915 -1.003858 -3.862 -1.483 -0.871
C -0.753368 -2.296105 0.519142 -0.163 0.361 -1.742
C -0.217301 -0.927222 0.599972 1.131 0.624 1.469
C -0.909062 0.058456 1.141977 -0.789 -1.057 2.547
C -0.609392 1.476949 1.113468 -0.897 -0.930 -4.292
C -0.950382 1.939317 -0.123338 0.324 2.465 0.686
C -0.787895 3.430080 -0.573091 -0.412 -1.087 0.787
H 0.130671 -2.743747 -1.447135 1.611 -0.166 -0.398
H -1.409691 -3.548939 -1.056869 1.006 2.404 -0.811
H -1.252019 -1.607693 -1.670032 0.715 -2.376 1.921
H -0.170870 -3.086153 0.957639 0.550 -0.208 0.297
H -1.779305 -2.416306 0.876296 0.171 0.449 0.249
H 0.832946 -0.732338 0.276985 -1.018 -0.188 -0.350
H -1.758164 -0.210847 1.817820 0.266 -0.024 -0.903
H -0.063431 1.919173 1.895868 0.319 1.072 0.681
H -1.517090 1.341975 -0.904971 0.903 0.385 1.433
H -1.779091 3.902580 -0.470649 0.301 -0.038 -0.257
H -0.513262 3.404444 -1.626207 0.134 0.423 0.007
H -0.085406 4.035076 0.039671 -0.264 -0.623 -0.459
H 3.564281 -1.410577 -1.340415 0.368 0.730 0.276
H 4.170614 0.038510 -1.301079 -0.153 -0.295 -0.082
O 3.966932 -0.734814 -0.761569 -0.240 -0.439 -0.189

***

# 2
50
Properties=species:S:1:pos:R:3:forces:R:3 method="wB97M-V/def2-TZVPD" homo_ev=-9.200 smiles="CN(CCCCNC(=O)c1cc2nc(Cl)ccc2o1)C(=O)[C@](C)(O)CC(F)F" lumo_energy_ha=-0.0020 energy_ha=-1824.31038 relative_energy_kcal_mol=0.70 orbital_gap_ev=9.15
C -1.228544 0.037769 -0.579067 -0.004 0.006 0.003
N -0.021248 -0.757330 -0.404958 -0.008 0.020 -0.037
C 1.193781 0.012690 -0.179472 0.094 -0.099 0.002
C 1.866014 0.515279 -1.454621 -0.093 0.108 0.033
C 3.153328 1.301259 -1.138470 0.013 0.061 -0.138
C 4.392506 0.682034 -1.768630 0.005 -0.076 0.114
N 4.583558 -0.649850 -1.216310 -0.002 -0.014 -0.032
C 5.723789 -1.354193 -1.411301 0.020 0.024 0.035
O 6.700966 -0.950207 -2.006590 -0.006 0.000 -0.014
C 5.663124 -2.704704 -0.774002 0.001 -0.007 -0.007
C 4.975125 -3.132386 0.307552 -0.018 -0.004 -0.003
C 5.219705 -4.543754 0.381381 0.019 0.000 0.004
N 4.722641 -5.474258 1.205670 0.000 -0.007 0.003
C 5.118596 -6.698392 0.955770 0.008 0.022 0.001
Cl 4.474744 -7.945629 1.985103 -0.004 -0.006 0.002
C 5.996575 -7.084135 -0.068058 -0.002 -0.012 0.000
C 6.499647 -6.123916 -0.924296 -0.006 0.002 0.002
C 6.080001 -4.831712 -0.674623 -0.005 0.004 -0.005
O 6.363074 -3.707703 -1.380477 -0.005 -0.005 0.004
C -0.181255 -2.100342 -0.283207 -0.019 -0.007 0.041
O -1.291524 -2.610413 -0.275571 0.004 0.012 -0.004
C 1.049183 -3.024498 -0.122388 0.027 -0.007 -0.012
C 1.407308 -3.103805 1.364202 0.007 -0.005 0.030
O 2.140601 -2.500461 -0.887199 -0.015 0.005 0.001
C 0.638960 -4.399509 -0.664737 -0.007 0.005 -0.012
C 1.692310 -5.469807 -0.553359 0.010 -0.001 -0.005
F 1.201498 -6.640066 -1.038378 0.003 -0.002 0.002
F 2.781949 -5.150981 -1.356126 -0.006 0.004 0.000
H -1.986611 -0.550141 -1.085616 0.003 -0.003 -0.011
H -1.630206 0.362756 0.384722 0.001 -0.013 0.002
H -0.989340 0.917869 -1.174799 -0.004 0.002 0.003
H 0.923262 0.865659 0.451425 0.003 0.000 0.002
H 1.907099 -0.575741 0.391518 -0.007 -0.008 -0.004
H 2.077564 -0.344411 -2.091672 0.004 0.001 0.004
H 1.167350 1.143835 -2.010154 -0.007 -0.003 0.007
H 3.066758 2.331591 -1.484826 0.008 -0.002 -0.003
H 3.307527 1.352789 -0.055947 -0.008 0.002 0.002
H 4.286353 0.631483 -2.857078 0.003 0.003 -0.001
H 5.284815 1.270825 -1.558283 -0.002 0.000 0.000
H 3.759818 -1.167387 -0.937064 -0.005 0.004 0.004
H 4.365752 -2.531244 0.959390 0.001 0.000 0.000
H 6.254816 -8.126204 -0.179240 0.002 0.001 -0.002
H 7.164591 -6.371216 -1.739915 0.001 -0.001 0.001
H 0.553988 -3.480411 1.929658 0.001 0.002 0.000
H 2.256633 -3.767953 1.532001 0.001 0.001 -0.016
H 1.667345 -2.121842 1.758943 -0.010 -0.001 -0.002
H 2.663728 -3.246444 -1.208629 0.006 -0.007 0.002
H -0.243971 -4.740696 -0.128470 0.001 0.005 0.003
H 0.363071 -4.311044 -1.717540 0.002 -0.004 0.002
H 2.090425 -5.654334 0.444886 -0.007 -0.001 0.001

***

# 3
19
Properties=species:S:1:pos:R:3:forces:R:3 method="wB97M-V/def2-TZVPD" total_charge=+2 homo_ev=-18.646 smiles="C=[NH+]/C=C/CC[NH3+]" lumo_energy_ha=-0.3012 energy_ha=-306.55618 relative_energy_kcal_mol=9.23 orbital_gap_ev=10.45
C -0.241325 -0.310198 -1.843203 0.120 -1.048 -0.290
C 0.795393 -0.775511 -0.766776 -1.525 1.107 -0.306
C 0.393097 -0.340189 0.639928 0.422 0.001 -1.042
C 0.277862 0.929273 0.986245 0.453 -0.082 1.542
N -0.112516 1.234065 2.370987 -0.434 -0.434 -0.869
C 0.469733 1.974595 3.217458 0.767 0.215 -0.484
N -1.000512 -1.526345 -2.444278 -0.010 0.490 0.265
H -0.991130 0.313325 -1.378206 -0.196 0.238 -0.277
H 0.184032 0.125009 -2.741878 0.219 0.521 0.353
H 0.757205 -1.836473 -0.779317 0.672 -1.016 0.008
H 1.761200 -0.402206 -1.058678 0.521 -0.085 0.086
H 0.247350 -1.164357 1.324610 -0.266 0.199 0.349
H 0.566091 1.812058 0.454014 -0.023 0.183 -0.563
H -1.002004 0.809037 2.615786 -0.037 -0.017 0.413
H 0.055294 2.112233 4.177993 -0.638 0.043 0.966
H 1.409022 2.474222 3.013587 0.049 -0.067 -0.365
H -0.596366 -1.879425 -3.315365 0.336 0.039 0.102
H -1.018791 -2.296521 -1.776463 -0.323 -0.143 -0.078
H -1.953628 -1.252583 -2.696443 -0.107 -0.144 0.189

***

# 4
106
Properties=species:S:1:pos:R:3:forces:R:3 method="wB97M-V/def2-TZVPD" total_charge=+2 homo_ev="-11.785 / -11.781" lumo_energy_ha="-0.1948 / -0.2068" spin_multiplicity=4 energy_ha=-5957.54420 relative_energy_kcal_mol=22.36 orbital_gap_ev="6.48 / 6.15" s2=3.795
Cr -0.233621 1.888318 -0.683788 -0.258 0.163 -0.545
O 1.558979 4.904818 1.013412 -0.315 -0.222 0.319
C 0.868779 3.904818 0.850512 0.584 0.181 -0.402
N 1.182779 2.773018 0.192312 0.057 0.801 0.705
C 2.448279 2.405818 -0.223488 1.246 -0.454 -0.893
C 3.656279 2.819018 0.327212 -0.416 0.131 0.012
C 4.840579 2.279918 -0.143688 0.117 -0.115 -0.093
C 4.834379 1.336418 -1.162788 0.063 0.218 0.213
C 3.646979 0.937718 -1.750688 -0.320 -0.149 -0.126
C 2.443379 1.461318 -1.287188 1.248 0.718 0.668
N 1.175179 1.168318 -1.749788 -0.138 -0.446 -0.613
C 0.894979 0.441618 -2.850088 0.410 -0.029 -0.173
O 1.664179 -0.060682 -3.656488 -0.429 0.096 0.149
C -0.596821 0.386018 -3.033888 -0.206 -0.032 -0.282
C -1.163321 -0.290582 -4.104088 -0.068 0.137 0.050
C -2.542221 -0.304482 -4.246388 0.261 0.247 0.287
C -3.299621 0.409718 -3.323088 -0.008 -0.040 -0.036
C -2.659221 1.067918 -2.290888 -0.201 0.094 0.139
N -1.331721 1.049718 -2.113488 -0.792 -0.639 -1.522
C -0.556821 3.815618 1.308012 -0.320 0.170 0.315
C -1.064621 4.628418 2.310312 0.078 -0.061 -0.192
C -2.356321 4.414818 2.766312 0.058 -0.369 -0.277
C -3.081521 3.362118 2.217312 0.079 0.121 0.048
C -2.511521 2.612518 1.205612 -0.268 -0.162 -0.193
N -1.285821 2.838218 0.719812 -0.672 0.914 1.229
H 3.651479 3.547918 1.122712 0.037 0.041 0.051
H 5.775779 2.603018 0.289712 0.063 -0.015 0.030
H 5.761979 0.914418 -1.509388 0.174 -0.047 -0.086
H 3.632879 0.228418 -2.562588 0.054 -0.041 -0.008
H -0.504621 -0.802782 -4.788588 0.101 -0.032 -0.016
H -3.015521 -0.847282 -5.050188 -0.031 -0.017 -0.082
H -4.374821 0.457918 -3.403288 -0.062 0.008 0.041
H -3.218521 1.647418 -1.566788 -0.119 -0.058 0.028
H -0.434321 5.400218 2.724812 0.112 0.040 -0.024
H -2.778621 5.029218 3.543812 -0.050 0.076 0.127
H -4.072621 3.120918 2.569012 -0.058 -0.023 -0.007
H -3.046121 1.780918 0.761512 -0.076 0.027 0.016
C -1.321821 -0.966482 1.644012 -0.182 0.126 0.002
C -0.683621 -2.272782 2.101312 -0.136 -0.279 0.115
As -1.676521 -3.463682 3.380712 0.296 0.108 0.023
C -2.604321 -4.663282 2.137612 0.029 0.087 0.047
C -2.781421 -5.987782 2.534812 0.137 0.152 0.136
C -3.419521 -6.893582 1.708012 -0.071 0.008 0.006
C -3.912321 -6.481882 0.479412 -0.013 0.034 -0.050
C -3.764621 -5.161682 0.086312 -0.117 -0.108 -0.088
C -3.122521 -4.257482 0.914712 0.195 0.163 0.130
C -0.100521 -4.617882 3.612812 -0.227 0.140 -0.163
C 0.462279 -4.808682 4.865712 -0.245 0.214 0.127
C 1.557179 -5.643682 5.024712 0.050 -0.046 -0.041
C 2.100079 -6.284982 3.924112 0.058 -0.024 0.170
C 1.555879 -6.083482 2.667012 0.030 -0.038 -0.171
C 0.459879 -5.256982 2.510712 -0.054 0.053 -0.066
P -0.103321 -0.158182 0.496112 0.255 -1.001 0.603
C 1.274579 0.135718 1.647212 0.023 0.101 -0.081
C 0.919179 0.972318 2.709512 -0.049 -0.135 -0.036
C 1.857479 1.375818 3.635712 -0.023 0.077 0.090
C 3.173879 0.953718 3.519212 0.019 -0.032 -0.103
C 3.541879 0.157218 2.451212 0.029 -0.020 0.073
C 2.603579 -0.241482 1.511612 -0.155 -0.139 -0.066
C 0.099479 -1.552282 -0.668788 -0.109 0.222 -0.164
C 1.248379 -2.281082 -0.953288 0.008 0.083 0.097
C 1.204379 -3.326782 -1.862588 0.030 -0.023 -0.022
C 0.020679 -3.659782 -2.498888 -0.039 0.020 -0.012
C -1.128821 -2.932282 -2.230588 0.094 -0.091 0.069
C -1.087521 -1.891382 -1.325288 0.073 -0.016 0.264
H -1.525621 -0.307282 2.491112 -0.014 0.012 -0.078
H -2.266721 -1.134082 1.119612 0.055 0.070 -0.009
H 0.250979 -2.041982 2.621312 -0.080 -0.152 0.006
H -0.440721 -2.890582 1.237112 0.028 -0.032 0.108
H -2.395721 -6.312782 3.494812 0.006 -0.055 -0.033
H -3.538221 -7.919082 2.023012 -0.011 -0.089 0.033
H -4.417821 -7.185782 -0.163388 -0.035 -0.069 -0.074
H -4.160221 -4.836782 -0.865788 -0.032 0.027 -0.072
H -3.017321 -3.227482 0.597412 0.023 0.067 -0.067
H 0.031779 -4.304282 5.723612 0.025 -0.059 0.035
H 1.974979 -5.800482 6.006512 0.061 -0.017 0.110
H 2.939979 -6.950582 4.048212 0.108 -0.053 0.012
H 1.976479 -6.582682 1.805712 0.043 -0.052 -0.042
H 0.027079 -5.126482 1.524812 -0.024 -0.043 0.001
H -0.103821 1.318218 2.801312 -0.027 0.036 0.095
H 1.566979 2.026518 4.446412 -0.040 0.027 0.110
H 3.907979 1.256818 4.248312 0.084 0.051 0.081
H 4.568879 -0.147082 2.330512 0.127 -0.063 -0.001
H 2.932779 -0.831082 0.674412 0.061 -0.023 -0.044
H 2.179579 -2.067782 -0.459288 0.078 0.016 -0.007
H 2.105379 -3.883682 -2.071588 0.060 -0.048 0.003
H -0.011421 -4.483082 -3.197088 0.027 -0.040 -0.050
H -2.054021 -3.171882 -2.727688 -0.174 -0.099 -0.054
H -1.991321 -1.331882 -1.111088 -0.084 -0.082 -0.052
N 0.398179 6.253318 -3.775088 0.220 0.377 -0.159
C -0.651221 6.278718 -2.720488 -0.482 -0.062 0.759
C -0.352521 5.188318 -1.690088 -0.141 0.228 -0.079
N -0.274821 3.865218 -2.295088 -0.383 -0.452 0.278
C 0.753279 3.856518 -3.328588 0.041 -0.023 -0.311
C 0.477979 4.909418 -4.409988 0.240 -0.960 -0.175
H 1.307679 6.470018 -3.342688 -0.193 0.062 -0.180
H 0.209779 6.970618 -4.483788 0.129 -0.057 0.145
H -1.620821 6.110118 -3.197288 0.172 0.036 -0.105
H -0.671121 7.256318 -2.240388 0.113 0.055 -0.145
H -1.135421 5.188018 -0.931588 0.029 0.170 -0.016
H 0.595879 5.394718 -1.185788 -0.044 0.006 0.056
H -1.172921 3.636218 -2.722788 0.073 0.018 0.032
H 0.799079 2.869918 -3.793588 0.089 0.136 -0.024
H 1.721779 4.042918 -2.851988 -0.019 -0.104 -0.011
H -0.473821 4.707818 -4.912188 0.086 0.190 0.099
H 1.268679 4.899118 -5.161788 -0.034 0.181 0.077